Molecular formula: C29H35N3O4
Method: DFT, the ωB97M-V functional and the def2-TZVPD basis

Geometry as ORCA input:
```
! RIJCOSX wB97M-V def2-TZVPD def2/J DEFGRID3
* xyz 0 1
C -4.10 0.60 2.61
C -2.74 1.28 2.51
O -1.66 0.38 2.13
C -0.40 1.02 2.28
N 0.62 0.11 2.19
C 1.87 0.63 2.36
C 3.00 -0.38 2.54
O 2.22 1.81 2.37
O -0.39 2.24 2.49
H -4.88 1.36 2.69
H -4.37 0.00 1.74
H -4.19 0.02 3.54
H -2.81 2.13 1.79
H -2.50 1.74 3.49
H 2.68 -1.42 2.59
H 3.72 -0.31 1.71
H 3.56 -0.16 3.46
C 0.40 -8.68 4.73
N 0.45 -7.26 4.49
C 0.15 -6.39 5.50
O -0.20 -6.70 6.64
C 0.34 -4.99 4.98
C 1.34 -4.19 5.81
C 2.65 -4.93 5.90
C 2.82 -5.97 6.82
C 4.02 -6.68 6.88
C 5.06 -6.36 6.00
C 4.92 -5.27 5.15
C 3.72 -4.56 5.09
N 0.81 -5.19 3.61
C 1.00 -4.12 2.80
C 1.55 -4.22 1.53
C 1.76 -3.17 0.63
C 2.44 -3.38 -0.64
C 2.77 -2.30 -1.52
C 3.36 -2.54 -2.76
C 3.65 -3.86 -3.16
C 3.38 -4.93 -2.31
C 2.80 -4.69 -1.06
C 0.97 -6.63 3.27
C 2.45 -7.06 3.04
C 2.37 -8.28 2.12
C 0.96 -8.33 1.52
C 0.17 -7.13 2.05
H -0.10 -8.85 5.69
H -0.17 -9.20 3.96
H 1.40 -9.13 4.82
H -0.64 -4.50 4.94
H 1.50 -3.21 5.34
H 0.91 -4.04 6.81
H 1.98 -6.24 7.47
H 4.12 -7.51 7.58
H 5.98 -6.96 6.00
H 5.74 -4.98 4.49
H 3.60 -3.72 4.39
H 0.68 -3.15 3.20
H 1.86 -5.23 1.22
H 1.40 -2.16 0.86
H 2.53 -1.27 -1.21
H 3.61 -1.70 -3.43
H 4.10 -4.06 -4.13
H 3.62 -5.96 -2.60
H 2.61 -5.55 -0.43
H 3.00 -6.23 2.58
H 2.91 -7.28 4.01
H 3.15 -8.26 1.35
H 2.56 -9.18 2.72
H 0.98 -8.36 0.42
H 0.45 -9.26 1.83
H -0.85 -7.40 2.36
H 0.10 -6.34 1.30
*
```

Computed properties:
electronic energy	-1591.2377	Eh
HOMO level	-0.2566	hartree
strongest force on any atom	1.9	eV Å⁻¹
energy above the lowest of the compared OMol25 structures with the same formula, charge and spin	73.3	kcal per mole
orbital gap	4.44	eV
molar mass	489.6	g/mol